Run a
{"formula": "C3H4OS2", "method": "ωB97M-V with the def2-TZVPD basis set", "species": ["S", "S", "O", "C", "C", "C", "H", "H", "H", "H"], "xyz": [[1.52181, -1.65402, -0.43677], [-2.35789, -1.32522, -0.34000], [-0.81453, 0.67693, -0.31074], [-0.97603, -0.62661, -0.08639], [0.44083, 1.36352, -0.17462], [0.18645, -1.39538, 0.42581], [0.87367, 1.31075, 0.86939], [1.14186, 1.11901, -0.95780], [0.10880, 2.38552, -0.36327], [-0.12496, -1.85450, 1.37440]], "nbo_charge": [0.120, 0.054, -0.481, 0.122, -0.273, -0.372, 0.193, 0.205, 0.206, 0.226], "multiplicity": 1, "homo_lumo_gap_ev": 7.786, "homo_ha": -0.3295}

=====

Run b
{"formula": "C3H4OS2", "method": "ωB97M-V with the def2-TZVPD basis set", "species": ["S", "S", "O", "C", "C", "C", "H", "H", "H", "H"], "xyz": [[-2.25507, -0.64812, -0.48607], [0.26772, 2.04864, 1.30926], [0.23418, 0.80009, -1.34614], [0.39849, -0.16207, -0.34436], [0.75862, 0.55868, 0.97820], [-0.74115, -1.07337, -0.10532], [1.31583, 0.09661, 1.70876], [-0.42864, -1.94624, 0.40508], [1.21349, -0.89183, -0.66324], [-0.76347, 1.21761, -1.45615]], "nbo_charge": [0.079, 0.120, -0.721, -0.051, -0.281, -0.255, 0.191, 0.197, 0.212, 0.508], "multiplicity": 1, "homo_lumo_gap_ev": 7.909, "homo_ha": -0.3301}

=====

Run c
{"formula": "C3H4OS2", "method": "ωB97M-V with the def2-TZVPD basis set", "species": ["S", "S", "O", "C", "C", "C", "H", "H", "H", "H"], "xyz": [[2.43106, -1.63498, -0.69632], [0.28756, -0.08436, -1.51728], [-0.15672, -0.06465, 1.65333], [0.54986, -0.92085, 1.27934], [1.10975, -0.81556, -0.16929], [-1.01189, 1.12610, -0.74249], [-1.92504, 1.34396, -1.54847], [-1.42542, 0.68220, 0.44040], [0.67076, -1.99633, 1.79933], [-0.52991, 2.36447, -0.49854]], "nbo_charge": [0.052, 0.369, -0.490, 0.407, -0.433, -0.830, 0.246, 0.293, 0.149, 0.238], "multiplicity": 1, "homo_lumo_gap_ev": 7.818, "homo_ha": -0.3311}

=====

List of relative energies, unit eV: run a 0.000; run b 0.414; run c 1.654

=====

Run a
{"formula": "C4H9FN2", "method": "ωB97M-V with the def2-TZVPD basis set", "species": ["F", "N", "N", "C", "C", "C", "C", "H", "H", "H", "H", "H", "H", "H", "H", "H"], "xyz": [[-1.53240, -1.50601, -0.15948], [-0.19052, 1.55392, 0.13344], [2.67044, -0.22184, -0.13299], [-1.24942, -0.25380, 0.42195], [1.22524, -0.65329, -0.27117], [0.24965, 0.15985, 0.57219], [-1.38472, 0.99801, -0.46163], [2.79629, -0.02588, 0.83867], [1.12664, -1.69758, 0.15160], [-2.30379, 1.56049, -0.36844], [0.65609, 0.26306, 1.61560], [0.87568, -0.68775, -1.31734], [-1.21186, 0.67412, -1.52368], [0.43296, 2.09485, -0.38947], [2.76831, 0.72409, -0.55696], [-1.75272, -0.18045, 1.41412]], "nbo_charge": [-0.361, -0.633, -0.809, 0.198, -0.250, -0.087, -0.247, 0.344, 0.207, 0.195, 0.185, 0.202, 0.177, 0.362, 0.342, 0.175], "multiplicity": 1, "homo_lumo_gap_ev": 10.198, "homo_ha": -0.3376}

=====

Run b
{"formula": "C4H9FN2", "method": "ωB97M-V with the def2-TZVPD basis set", "species": ["F", "N", "N", "C", "C", "C", "C", "H", "H", "H", "H", "H", "H", "H", "H", "H"], "xyz": [[2.07138, -0.34514, 0.69373], [-0.54388, -1.44462, 0.58946], [-0.71405, 1.65507, -0.73606], [1.69478, -0.66030, -0.61171], [-1.31295, -0.30791, 0.84454], [0.20713, -0.58898, -0.43072], [-0.36256, 0.70004, 0.15004], [0.03826, -1.49841, 1.47695], [2.28805, -0.06618, -1.41989], [1.87968, -1.67503, -0.79923], [-2.32816, -0.29251, 0.28620], [-1.71140, 0.03150, 1.84813], [0.10046, 1.99480, -1.34041], [-1.20925, 2.36582, -0.21905], [-0.25910, -0.81735, -1.40729], [0.16161, 0.94920, 1.07531]], "nbo_charge": [-0.380, -0.595, -0.835, 0.030, -0.215, -0.080, -0.084, 0.352, 0.183, 0.172, 0.164, 0.190, 0.374, 0.370, 0.197, 0.157], "multiplicity": 1, "homo_lumo_gap_ev": 9.605, "homo_ha": -0.3165}

=====

List of relative energies, unit eV: run a 0.000; run b 1.313

=====

Run a
{"formula": "C2H8NO2", "method": "ωB97M-V with the def2-TZVPD basis set", "species": ["O", "O", "N", "C", "C", "H", "H", "H", "H", "H", "H", "H", "H"], "xyz": [[-1.25527, 0.69162, 1.54642], [1.76229, 0.73623, -1.95948], [0.23873, -0.43068, 0.04404], [-0.35292, -1.71578, 0.34952], [-0.78649, 0.68829, 0.33566], [-1.13371, -1.92383, -0.37657], [-0.19797, 1.61970, 0.11957], [-0.80554, -1.71605, 1.34792], [1.58836, 1.66283, -1.74041], [0.37959, -2.52051, 0.25207], [1.19664, 0.22320, -1.31390], [0.94251, -0.23296, 0.75052], [-1.53465, 0.55297, -0.48372]], "nbo_charge": [-0.927, -1.017, -0.720, -0.418, 0.148, 0.172, 0.051, 0.197, 0.451, 0.165, 0.503, 0.339, 0.057], "charge": -1, "multiplicity": 1, "homo_lumo_gap_ev": 7.225, "homo_ha": -0.1015}

=====

Run b
{"formula": "C2H8NO2", "method": "ωB97M-V with the def2-TZVPD basis set", "species": ["O", "O", "N", "C", "C", "H", "H", "H", "H", "H", "H", "H", "H"], "xyz": [[-1.67835, -1.12802, -0.11308], [0.83047, -0.38595, 0.12879], [2.30522, 0.63578, -1.43593], [-2.19745, -0.67597, 1.12881], [1.36838, 0.79200, -0.21777], [1.95764, 1.25011, 0.59160], [2.70630, -0.27437, -1.29307], [-1.39420, -0.68036, 1.86811], [-3.08820, -1.28075, 1.33206], [-0.70344, -0.83664, -0.08062], [0.64464, 1.52626, -0.60624], [1.82008, 0.69931, -2.31765], [-2.57111, 0.35859, 1.01498]], "nbo_charge": [-0.805, -0.951, -0.936, -0.248, 0.136, 0.084, 0.344, 0.178, 0.143, 0.520, 0.073, 0.333, 0.129], "charge": -1, "multiplicity": 1, "homo_lumo_gap_ev": 7.596, "homo_ha": -0.1191}

=====

List of relative energies, unit eV: run a 0.000; run b 0.139

=====

Run a
{"formula": "C4H7N2S", "method": "ωB97M-V with the def2-TZVPD basis set", "species": ["S", "N", "N", "C", "C", "C", "C", "H", "H", "H", "H", "H", "H", "H"], "xyz": [[3.48554, -0.06651, -0.48555], [-0.12742, 0.69532, -0.92074], [0.78362, 0.89945, 1.01926], [-0.21347, -0.66350, -0.20016], [0.72019, 1.48382, -0.24563], [-1.65555, -1.03261, 0.18986], [0.29699, -0.38176, 1.15401], [-1.82457, -2.01829, -0.17319], [1.37463, 1.31527, 1.78169], [1.15957, 2.38057, -0.65014], [0.23606, -1.50464, -0.83025], [-2.52404, -0.37301, 0.03795], [-0.05893, 0.56936, -1.92317], [-1.65261, -1.30347, 1.24606]], "nbo_charge": [0.031, -0.471, -0.611, -0.235, 0.407, -0.644, 0.260, 0.254, 0.459, 0.276, 0.303, 0.262, 0.442, 0.267], "charge": 1, "multiplicity": 1, "homo_lumo_gap_ev": [7.288, 7.262], "homo_ha": [-0.5177, -0.5177]}

=====

Run b
{"formula": "C4H7N2S", "method": "ωB97M-V with the def2-TZVPD basis set", "species": ["S", "N", "N", "C", "C", "C", "C", "H", "H", "H", "H", "H", "H", "H"], "xyz": [[2.81682, -0.11951, -0.61101], [0.56157, 0.42629, 0.87931], [-2.32601, 0.33909, 0.38090], [1.02293, -0.73747, -1.07667], [-1.37836, -0.46841, -0.41089], [1.88461, 0.61182, 0.88809], [0.09166, -0.24532, -0.19846], [-1.72145, -0.44257, -1.47243], [-3.05317, 1.01337, -0.07587], [2.27314, 1.63947, 1.29603], [0.94283, -1.30837, -2.03234], [-1.80022, 0.88617, 1.06628], [2.27605, -0.03528, 1.60807], [-1.59042, -1.55928, -0.24102]], "nbo_charge": [0.460, -0.195, -0.824, -0.057, -0.282, -0.383, 0.082, 0.247, 0.410, 0.329, 0.285, 0.378, 0.314, 0.238], "charge": 1, "multiplicity": 1, "homo_lumo_gap_ev": [5.611, 5.612], "homo_ha": [-0.4811, -0.4811]}

=====

List of relative energies, unit eV: run a 2.550; run b 0.000

=====

Run a
{"formula": "C4H7N2S", "method": "ωB97M-V with the def2-TZVPD basis set", "species": ["S", "N", "N", "C", "C", "C", "C", "H", "H", "H", "H", "H", "H", "H"], "xyz": [[-1.12925, 0.90569, 1.57513], [1.05608, -0.13468, 2.53742], [1.08327, -0.80155, -2.45310], [0.21180, -0.17791, -1.59566], [-1.71136, 0.90393, -0.24275], [0.24801, -0.02949, 1.55533], [-0.78222, 0.39208, -1.19546], [1.12213, -1.84031, -2.49476], [0.77257, -0.35416, 0.63338], [1.79593, -0.81136, 2.33826], [0.71851, 0.03978, 3.45664], [-2.68206, 0.31642, -0.23348], [-1.90970, 1.91416, -0.49370], [1.20628, -0.32259, -3.38725]], "nbo_charge": [0.432, -0.647, -0.845, 0.205, -0.521, -0.007, -0.124, 0.421, 0.258, 0.433, 0.426, 0.272, 0.270, 0.428], "charge": 1, "multiplicity": 1, "homo_lumo_gap_ev": 8.231, "homo_ha": -0.4648}

=====

Run b
{"formula": "C4H7N2S", "method": "ωB97M-V with the def2-TZVPD basis set", "species": ["S", "N", "N", "C", "C", "C", "C", "H", "H", "H", "H", "H", "H", "H"], "xyz": [[-1.76124, -1.29043, 0.06745], [2.15602, -0.16126, 0.68180], [-0.29608, -0.23247, -0.20404], [2.13473, -1.03252, -0.26894], [-1.84559, 1.66702, -0.37343], [0.88801, -0.87366, 0.42331], [-0.68052, 1.23508, -0.08506], [0.15483, 1.83317, 0.39269], [0.58395, -1.69748, 1.16273], [-2.02515, 2.69195, -0.41469], [2.73123, -1.60798, -1.08469], [2.70866, 0.04764, 1.57507], [-2.00297, -1.68978, -1.21579], [-2.74590, 1.11074, -0.65641]], "nbo_charge": [0.175, -0.426, -0.585, 0.327, -0.417, 0.085, -0.035, 0.210, 0.249, 0.233, 0.306, 0.495, 0.147, 0.236], "charge": 1, "multiplicity": 1, "homo_lumo_gap_ev": 6.604, "homo_ha": -0.4722}

=====

List of relative energies, unit eV: run a 0.000; run b 3.126

=====

Run a
{"formula": "C4H7N2S", "method": "ωB97M-V with the def2-TZVPD basis set", "species": ["S", "N", "N", "C", "C", "C", "C", "H", "H", "H", "H", "H", "H", "H"], "xyz": [[-3.29539, 0.47833, -0.07944], [-1.87038, 0.72458, 0.13087], [-0.76680, 0.76693, 0.53339], [1.42014, 0.58358, -0.58771], [0.52914, 1.20854, 0.54236], [-0.40741, -2.14578, 0.60834], [-0.72425, -2.13248, -0.53356], [2.39565, 1.21142, -0.56199], [1.08458, 0.97719, 1.40060], [0.33077, 2.34872, 0.66764], [-1.06041, -2.31760, -1.49400], [1.49157, -0.54020, -0.58725], [-0.08425, -2.07450, 1.58397], [0.95705, 0.91127, -1.62322]], "nbo_charge": [0.609, -0.081, 0.076, -0.628, -0.288, -0.224, -0.244, 0.264, 0.268, 0.272, 0.243, 0.271, 0.235, 0.227], "charge": 1, "multiplicity": 1, "homo_lumo_gap_ev": 8.710, "homo_ha": -0.5365}

=====

Run b
{"formula": "C4H7N2S", "method": "ωB97M-V with the def2-TZVPD basis set", "species": ["S", "N", "N", "C", "C", "C", "C", "H", "H", "H", "H", "H", "H", "H"], "xyz": [[1.06651, 1.09158, -0.43519], [-1.59106, 2.09746, -0.71887], [-1.18794, -0.12281, -0.14248], [1.33695, -0.52535, 0.20210], [-0.38398, -1.15397, 0.35854], [2.50025, -1.10166, 0.45281], [-0.69742, 1.10830, -0.51170], [3.39277, -0.43467, 0.34441], [-2.57575, 1.94282, -0.43835], [-0.42388, -1.60165, 1.38252], [2.53293, -2.03750, 0.81070], [-0.40889, -2.16798, -0.18411], [-1.36819, 3.05999, -0.91908], [-2.19229, -0.15456, -0.20132]], "nbo_charge": [0.427, -0.741, -0.560, -0.156, -0.244, -0.373, 0.375, 0.242, 0.430, 0.253, 0.233, 0.243, 0.449, 0.423], "charge": 1, "multiplicity": 1, "homo_lumo_gap_ev": 9.351, "homo_ha": -0.4902}

=====

List of relative energies, unit eV: run a 4.581; run b 0.000